Run 1
DFT (ωB97M-V with the def2-TZVPD basis set) results for C41H78GeN3O3PSSi3Ti as an isolated structure.

Properties
- HOMO energy (alpha / beta) (eV) = -3.3 / -3.3
- charge = -1
- M (u) = 928.87
- gap between HOMO and LUMO (alpha / beta) (eV) = 5.20 / 5.19
- multiplicity = 2
- <S²> = 0.754

Last column: Mulliken spin population.
Element x y z (Å)
H -1.0711 -3.0491 0.5820  -0.0080
H 3.9277 4.1853 2.2066  0.0000
H -2.2909 1.6755 4.0835  0.0001
H 1.3917 5.2198 5.4258  0.0000
C 3.9977 -3.9393 -2.5008  0.0015
H -3.2954 5.0641 1.8121  0.0000
H -0.0456 2.6076 6.0873  0.0000
H -6.1724 -1.1592 -2.2655  -0.0001
H -3.6349 2.4217 3.1985  0.0000
H 0.1687 5.2434 -0.5983  -0.0002
H 1.6323 4.3739 -1.0202  -0.0002
H 3.0165 5.1246 4.7491  0.0000
C -6.0605 -0.0964 -2.4889  0.0009
Ti 0.2331 -0.3674 -0.4683  0.8602
H 1.6409 -5.3294 -2.5777  -0.0002
H 1.6899 6.1316 -0.7977  -0.0001
H 3.9906 4.7439 0.5320  -0.0001
H 3.5745 -0.6969 -1.4719  0.0062
H 4.4644 -4.3533 -1.6084  0.0003
H -4.3828 2.5886 -1.0525  -0.0007
O 1.5214 0.2250 -1.8389  -0.0650
H 3.1878 -2.5986 1.3791  -0.0006
C -1.4853 -1.7969 -1.7351  0.2216
H -2.3152 -5.5633 -4.1279  -0.0001
O 0.0013 -0.6959 1.3137  -0.0221
C 0.7589 1.9978 5.6693  0.0000
H 0.2995 1.0982 5.2529  -0.0001
H 3.8392 1.8882 5.2343  0.0000
H -1.2611 4.3888 5.3106  0.0000
H 1.9639 -1.2981 -3.4074  0.0004
H -3.1682 0.5952 -3.4932  0.0018
C 2.3748 -5.6108 -0.1320  0.0011
C 0.3769 -3.6866 -2.0316  0.0020
H -1.1340 1.2770 -4.4578  0.0013
H 1.6452 7.4859 1.6980  0.0000
C -2.1336 -2.8263 0.5333  0.0359
H -2.1922 -2.9815 2.6806  -0.0006
H -2.7957 4.9461 4.6217  -0.0001
C -1.8431 -3.8471 -2.9444  0.0018
H -2.5077 4.0293 0.6035  -0.0004
H -6.0251 2.5140 -1.7153  -0.0001
C -5.0234 2.0818 -1.7721  0.0010
H 0.0875 6.8149 2.2043  0.0000
C -2.5687 2.1787 3.1521  0.0010
H 1.4105 1.6950 6.4958  0.0001
H 0.4626 -0.0046 3.1719  -0.0058
C 4.0919 -1.6351 -1.6295  0.0030
C 1.1679 6.6518 2.2227  0.0000
C 2.2864 1.2899 -1.7455  0.0006
H -2.5159 -4.6445 -0.6455  0.0000
P 1.6815 -2.8780 -1.0229  -0.0293
H -3.6525 -2.2918 2.0014  0.0012
C 3.3389 -3.6293 1.0492  0.0026
H 0.0726 -4.7000 0.8489  0.0001
H 1.2526 -4.8234 2.1534  0.0002
H 0.2141 0.4554 -5.2554  -0.0001
N -0.8263 1.4268 -0.8262  -0.0315
C 0.5290 -0.9243 2.5806  0.0160
C -2.3322 4.6710 1.4695  0.0004
H 4.8070 -3.6322 -3.1700  -0.0006
H 0.6669 -3.2340 1.6537  0.0014
H -2.5957 -0.3864 -5.5351  0.0003
C 0.6551 -4.9036 -2.6733  -0.0034
Si -1.4889 3.7216 2.8765  0.0019
C -2.3086 -1.8054 -0.5771  -0.0486
H 4.1089 2.4415 3.5765  0.0001
H -1.2866 5.7927 4.2458  0.0000
Ge 0.6744 3.0138 2.2619  0.0061
C -2.5644 -2.3075 1.9055  -0.0012
H -5.4840 0.4357 -0.4970  -0.0001
C 2.1104 -4.1665 0.3017  0.0163
H 3.2649 0.1507 0.7291  0.0006
C 3.5554 4.9440 1.5158  0.0001
C -2.8901 -4.1260 0.2359  0.0002
H -4.6124 2.2995 -2.7581  0.0001
H 3.1866 0.9658 3.8740  0.0001
H 3.3267 2.2793 -0.2882  -0.0015
H -4.0285 -0.9741 0.3682  0.0009
H -2.8372 -3.4264 -3.0365  -0.0004
C 2.2570 4.5637 5.3012  -0.0001
Si 1.7550 2.9814 4.3712  0.0010
N 2.3747 0.6026 0.5446  0.0060
C -1.7289 4.8075 4.4184  -0.0001
C -1.2444 2.3000 -1.4903  0.0892
H 1.4879 6.6738 3.2678  0.0000
C -0.8963 -3.1260 -2.1978  -0.1537
C 3.1472 -2.6978 -2.2131  0.0216
H 2.6596 -6.1780 0.7601  -0.0007
C -0.3774 0.4999 -4.3374  -0.0007
H 2.6586 4.3299 6.2924  0.0000
H 0.2816 0.8013 -3.5280  0.0028
H 4.9023 -1.4606 -2.3421  0.0001
H -7.0461 0.3713 -2.4456  -0.0002
C 3.3788 1.9775 4.2438  -0.0001
H -2.5396 -2.0999 -5.1055  -0.0007
C -1.5530 -5.0481 -3.5567  0.0017
C -1.9291 -1.2151 -5.2887  0.0003
H 4.5427 -1.9504 -0.6884  0.0004
H 3.4377 -1.8792 -4.1722  0.0004
H -2.8018 -4.8034 1.0892  0.0002
C -3.7597 -0.1257 -1.5636  0.0099
N 2.5994 1.5965 -0.4356  0.0032
H 3.5084 -4.2420 1.9392  -0.0002
C -1.8175 -0.8975 -2.7931  -0.0048
H -1.3099 -1.4071 -6.1673  0.0001
H -0.0234 -1.7181 3.0943  -0.0002
C -5.0976 0.5837 -1.5100  -0.0017
H -2.1833 -1.3078 2.1010  -0.0019
H 3.4509 -4.7311 -3.0112  0.0001
C 1.2461 5.2027 -0.4227  0.0008
H 1.4772 -6.0771 -0.5364  -0.0005
H -1.7259 5.5111 1.1223  -0.0001
H -0.2498 -1.6228 -4.0450  -0.0004
H 1.5866 -1.2160 2.5259  -0.0049
H -3.9533 -3.9205 0.0872  0.0003
O 2.6773 1.9482 -2.6882  -0.0001
S -1.8138 3.4944 -2.4107  0.0203
H -5.6913 -0.0057 -3.5131  0.0001
H 2.0309 -2.9471 -4.0760  0.0001
Si 1.6442 4.9956 1.4159  -0.0004
H -0.0143 -6.5119 -3.9161  -0.0001
C -1.0330 -0.8613 -4.0936  0.0183
C 0.9473 -4.2204 1.2929  0.0114
C -0.2777 -5.5799 -3.4322  0.0016
H 3.9441 5.9104 1.8497  0.0000
H 1.9643 1.0617 1.3715  0.0008
C 2.5927 -2.1765 -3.5448  0.0165
C -2.9311 -0.0772 -2.6773  0.0020
H -2.4003 1.4751 2.3310  -0.0002
H 4.2454 -3.6644 0.4475  0.0005
C -3.3971 -0.9500 -0.5106  -0.0066
H 3.1796 -5.7156 -0.8552  0.0003


Run 2
DFT (ωB97M-V with the def2-TZVPD basis set) results for C41H78GeN3O3PSSi3Ti as an isolated structure.

Properties
- HOMO energy (alpha / beta) (eV) = -3.9 / -3.9
- charge = -1
- M (u) = 928.87
- gap between HOMO and LUMO (alpha / beta) (eV) = 6.23 / 6.23
- multiplicity = 2
- <S²> = 0.763

Last column: Mulliken spin population.
Element x y z (Å)
H 1.8925 -4.2098 3.9781  -0.0001
H 0.4461 -0.8242 -6.4362  -0.0002
C 1.7401 -0.7542 -4.1435  0.0146
H 1.7175 4.4831 3.5548  -0.0001
H -3.6754 4.9909 3.0427  -0.0004
H -3.2635 1.2676 -1.5461  0.0018
C -0.9702 -2.5818 -1.6070  -0.0136
C 1.4478 0.7584 4.7235  0.0001
H 0.9560 -3.1246 -3.0056  -0.0001
H -1.2904 2.6932 -1.9482  0.0161
H 0.0134 1.9623 -5.3255  0.0001
C 3.2140 -3.5678 2.3742  -0.0018
C -1.3199 -1.6435 -2.6205  -0.0130
H 1.6923 -5.4465 -3.3395  0.0000
H -1.7190 1.4189 -5.5705  -0.0002
H 3.4329 -5.0620 3.9290  0.0001
C -3.0370 3.7909 0.2775  -0.0006
H 0.6467 -2.6819 2.8229  0.0010
H 4.0038 -4.0341 1.7771  0.0001
O 4.2227 -0.1025 -1.3625  0.0007
C 1.2048 4.9409 2.7011  -0.0067
C -2.6666 -4.1220 -2.4793  0.0006
H -2.2573 4.4430 -0.1166  0.0001
H 1.3288 1.9208 -4.1560  0.0002
C -0.1452 -2.4902 0.8520  -0.0120
Si -2.5840 3.0664 1.9580  0.0025
C -3.0115 -3.2124 -3.4566  0.0001
H -1.1965 -0.4656 -5.9137  0.0001
O 1.9915 -0.1113 -1.1437  -0.0634
H -1.2935 -4.8439 1.1206  0.0003
C 2.6421 -4.6360 3.3079  0.0005
C -0.2339 -0.8424 -5.5780  -0.0011
C -1.5886 2.6469 -2.9977  -0.0042
H -3.9562 4.3769 0.3831  0.0000
C 1.7033 -3.5296 -2.3255  -0.0041
Ti 0.3046 0.3000 -0.1463  0.8917
H -4.1645 1.1112 1.7355  0.0005
H -1.6878 0.9896 6.1968  -0.0001
C -4.0170 1.9362 2.4329  -0.0019
C 0.9006 -2.6944 1.7690  0.0260
C 3.1086 -3.1920 -2.8306  0.0007
H -3.8804 1.5066 3.4269  0.0001
N 3.2717 0.0210 0.6946  0.0091
P -0.6268 0.0839 -2.8490  0.0394
H 0.3538 4.1002 5.0237  0.0008
H 2.3116 -0.2791 -3.3543  0.0019
N -1.7943 0.0461 -0.1143  0.0032
H 3.1131 -1.9497 3.8171  -0.0009
H -3.2322 2.0597 -4.9645  -0.0005
H -2.8396 -2.0709 3.0444  -0.0003
H -3.2264 3.0085 -0.4576  0.0003
H 2.4665 3.4080 -1.3246  -0.0002
H 4.0995 0.4703 1.0579  0.0002
C -1.6595 -3.7970 -1.5869  -0.0018
C 2.3930 -3.2335 0.0201  0.0004
H 1.9851 1.9283 -2.1516  -0.0078
C 1.5088 -5.0533 -2.3365  -0.0002
H 3.4172 2.7239 0.5030  -0.0016
H 0.4022 2.9696 6.3891  -0.0003
C 0.4217 -0.0418 -4.4442  0.0113
H -1.1849 -0.4268 5.2787  0.0000
H 2.1697 -5.4437 2.7466  -0.0003
H 1.5643 -1.7882 -3.8772  -0.0013
H 3.2657 3.1352 2.2277  0.0004
H 1.5447 1.2199 -5.7544  0.0000
H -0.0823 4.7224 -0.9045  -0.0003
H -1.1331 -1.9736 3.4484  0.0036
C 3.8514 -2.4429 3.1847  0.0016
H 3.3962 -2.1627 -2.6178  0.0001
C 1.6089 2.7724 -1.5729  0.0156
C 1.4126 -3.0080 -0.9295  0.0370
C -0.1289 3.2311 5.4667  -0.0059
H -2.2714 -2.5086 0.6642  -0.0037
H -2.4501 0.6169 4.6489  0.0000
C 3.2027 -0.0636 -0.6930  0.0039
H -0.3620 -1.8859 -5.2869  -0.0001
H -0.7501 2.9856 -3.6025  0.0001
H 0.4987 -5.3363 -2.0402  -0.0001
H -1.8482 -0.7439 2.4195  0.0078
H -3.0355 0.3293 -5.1340  0.0004
H 0.2360 5.3029 3.0607  -0.0001
H -2.7246 -4.3773 2.0535  -0.0003
C -2.3359 -2.0046 -3.5086  -0.0072
H -1.9232 5.2559 3.0388  0.0005
H -1.1459 3.5128 5.7473  0.0005
H -4.9413 2.5239 2.4544  0.0000
H 3.8505 -3.8512 -2.3741  0.0000
C -1.6728 -4.1477 1.8698  0.0007
Si 1.0446 3.6844 1.1904  0.0036
C -1.5031 0.6126 5.1861  0.0004
H 1.7916 5.8212 2.4079  0.0000
C -1.8564 -1.8058 2.6500  0.0152
C -1.5373 -2.6753 1.4411  0.0376
H 1.9308 -0.2621 2.1367  -0.0022
H 3.3534 -3.6160 -0.3040  0.0005
H -1.3898 -4.5159 -0.8250  0.0008
C 2.1655 -3.0915 1.3825  0.0101
H 1.2649 5.6768 -0.2696  0.0002
O 0.9540 2.3408 -0.4027  -0.0043
H -1.1201 -4.3324 2.7947  -0.0003
H -4.1408 1.6444 -3.0128  0.0002
H -0.2767 5.6879 0.5690  -0.0009
H 3.4093 4.4021 1.0404  0.0006
H 3.1640 -3.3524 -3.9097  0.0000
H 4.6268 -2.8408 3.8431  0.0001
S -4.4875 -0.6944 -0.1177  0.0051
H 2.0406 1.3078 1.6285  -0.0022
N 2.0555 0.3357 1.3260  -0.0093
H -2.6491 4.1564 4.2130  0.0000
C 0.4115 5.0485 0.0111  0.0018
H 0.9475 3.3680 -2.2098  0.0035
H 2.3261 1.2603 4.3081  -0.0002
Si -0.1647 1.6880 4.3664  -0.0083
H -2.4137 3.3508 -3.1452  -0.0001
H -2.6175 -1.3005 -4.2766  0.0013
Ge -0.4412 2.0070 2.0037  -0.0242
H -3.8008 -3.4235 -4.1668  -0.0001
C -2.5123 1.2439 -4.8528  0.0022
C -3.3670 0.9974 -2.5888  0.0063
C 0.1284 -2.5372 -0.5421  -0.0179
C -2.9230 -0.2753 -0.1155  0.0371
C 0.8270 1.3562 -4.9401  -0.0002
H 4.3030 -1.6994 2.5314  -0.0002
H 1.6030 0.6375 5.8001  -0.0001
H -3.7228 -0.0298 -2.6450  0.0000
H 2.3396 -0.7563 -5.0602  0.0000
C -2.7024 4.5056 3.1803  -0.0064
H 2.2125 -5.5306 -1.6504  -0.0001
C -2.0764 1.2381 -3.3758  0.0033
H -3.1727 -5.0758 -2.3976  0.0000
H 1.3831 -0.2424 4.2902  0.0014
C 2.9633 3.4170 1.2122  0.0055


Here is how they stack up, most stable first: run 1, run 2.


Run 1
DFT (ωB97M-V with the def2-TZVPD basis set) results for one molecule with the formula C20H21N3O3.

Properties
- HOMO energy (eV) = -8.2
- structure (SMILES) = N[C@@H](Cc1ccccc1)C(=O)N[C@@H](Cc1c[nH]c2ccccc12)C(=O)O
- M (u) = 351.41
- gap between HOMO and LUMO (eV) = 8.68

Last column: Mulliken charge in e.
Element x y z (Å)
H -2.4235 1.6574 0.3402  0.4239
H -0.6148 2.7495 2.4289  0.3515
C -1.7682 -5.6230 -0.3410  -0.6094
H 3.5732 1.3791 -0.7208  0.4109
H 4.2368 -0.8624 0.3280  0.2780
C 1.4715 -1.5090 2.2414  -0.3794
O -1.1819 5.2465 -1.2523  -0.6383
C 0.8222 -0.2050 2.2429  -0.6503
C 1.2783 2.3117 1.4067  0.0718
N -2.6945 -0.3833 0.0127  -0.6258
H -3.2676 -0.2751 -0.8662  0.2642
C -0.4697 -4.9903 -0.1721  -0.1332
C -1.2328 -0.5361 -0.3333  1.3759
C -0.7285 0.8677 -0.5326  -0.0830
O 0.1684 0.9621 -1.4583  -0.7764
H 0.6278 -3.1726 -0.3130  0.1445
H 2.8921 -2.8479 1.5199  0.5244
H -3.4341 -5.3367 -1.4697  0.3082
H -1.3833 -1.1984 -2.3359  0.4306
H -1.7249 3.9890 0.6767  0.3054
H 0.3292 4.1617 1.8391  0.4379
H 0.5551 2.5016 -1.3571  0.3168
H -3.0713 -3.0655 -2.3792  0.2882
H -3.0809 -1.0360 0.7986  0.2374
C 2.5391 -1.8370 1.3650  -0.6254
C 0.0088 3.1584 1.6267  -1.0637
C -0.2588 -3.7105 -0.6097  -0.4546
H -0.7357 -0.7278 0.7109  -0.4419
C -0.5330 4.0630 -0.9208  0.4116
N 3.1106 1.6680 0.2907  -0.1669
H -0.0813 -0.2734 2.8346  0.2912
C -2.6101 -4.8443 -1.0099  -0.4901
C 1.4547 0.9234 1.6386  1.4343
H 0.4441 -5.6050 0.2796  0.2217
H 2.2809 3.3948 -0.2185  0.7893
H 0.8834 -2.4393 2.6360  0.2496
H -1.9372 -6.6447 -0.1133  0.4409
N -1.4441 1.9905 -0.0266  -0.1345
C 2.6115 0.5278 0.9333  -0.4771
C -1.2441 -2.9017 -1.1828  0.6505
C -0.8817 3.2942 0.3804  -0.0439
H 0.3405 -1.3544 -1.6010  0.4150
C -0.7753 -1.5474 -1.4794  -0.8779
O 0.5487 3.5378 -1.6314  -0.5305
C 2.2682 2.6188 0.5095  -0.6264
C 3.2034 -0.7831 0.8246  -0.7192
C -2.4043 -3.5929 -1.6238  -0.5259


Run 2
DFT (ωB97M-V with the def2-TZVPD basis set) results for one molecule with the formula C20H21N3O3.

Properties
- HOMO energy (eV) = -8.3
- structure (SMILES) = CCn1cc(C(=O)NCc2ccccc2OC)c(=O)c2ccc(C)nc21
- M (u) = 351.41
- gap between HOMO and LUMO (eV) = 8.32

Last column: Mulliken charge in e.
Element x y z (Å)
C 3.5050 3.8276 -1.0088  0.4483
H -0.3723 4.8520 -1.4654  0.3137
H -1.7560 3.8536 -1.9302  0.3061
N 2.3738 3.6465 -1.6666  -0.4066
C 2.0703 1.5259 -0.5702  0.3545
H 3.5961 0.9720 0.8109  0.5051
C -0.8908 4.3960 -2.3049  -1.0375
H -2.4299 -4.9688 4.0178  0.3907
C 1.6691 2.5349 -1.4642  0.0402
N 0.5088 2.3895 -2.1786  0.1803
C -0.9061 -0.8744 -1.1263  0.5155
C 3.2683 1.7339 0.1192  -0.8120
H -3.7666 -0.9867 3.3091  0.3776
C -1.4111 -3.0451 -0.1254  -1.1574
H -3.5836 -2.9653 4.7809  0.3692
H 0.2837 -1.7984 0.2278  0.2896
H 0.9319 4.0001 -3.3886  0.3593
C -0.2365 1.2849 -2.0002  -0.3832
C 0.0724 0.2587 -1.1594  -0.2193
H -2.7648 -1.0588 1.0500  0.3818
C -3.2520 -1.8730 2.9705  -0.8258
H 4.4533 5.1710 -2.3562  0.3162
H -0.5657 -6.1708 3.3003  0.3761
H 4.9185 3.0646 0.4251  0.3607
H -1.1483 1.2102 -2.5791  0.5030
C 1.2789 0.3091 -0.3565  1.5391
H -0.5647 -7.1017 1.7825  0.2445
H -2.0968 -6.8197 2.6440  0.3697
C 3.9913 2.8851 -0.0962  -0.5767
O -1.9275 -0.8431 -1.7988  -0.7743
H -1.2330 5.1817 -2.9722  0.3716
H -0.4589 3.0054 -3.9049  0.3817
C 0.0502 3.4546 -3.0495  -0.7334
H -0.8318 -3.9600 -0.2670  0.4233
C -1.1249 -6.3872 2.3841  -0.9683
C -3.1500 -2.9791 3.7917  -0.6440
H -2.1986 -2.9914 -0.8848  0.3877
N -0.5600 -1.8973 -0.3317  -0.1273
H 5.1668 5.1482 -0.7318  0.3790
C -1.9264 -4.1608 2.0886  0.5677
C -2.4937 -4.1186 3.3569  -0.5609
O -1.2654 -5.2436 1.5795  -0.3983
C -2.6893 -1.9130 1.7065  -0.1572
C -2.0258 -3.0401 1.2522  0.6650
O 1.6412 -0.5581 0.4400  -0.8954
C 4.2379 5.0992 -1.2921  -1.3431
H 3.6130 5.9503 -1.0277  0.3031


Here is how they stack up, most stable first: run 2, run 1.